A single C5H11N3 molecule, computed with ωB97M-V with the def2-TZVPD basis set.

Each line ends with the Mulliken charge.
Atoms and positions in Å:
H 2.19 -1.94 0.39  0.277
N 2.56 -1.07 0.09  -0.762
C 1.58 -0.19 0.16  0.514
C 1.69 1.35 0.00  -1.025
N 0.28 -0.56 0.31  0.177
C -0.46 -0.77 -0.94  -0.744
C -1.62 0.13 -0.78  -0.478
C -1.85 -0.07 0.74  -0.492
N -0.50 -0.15 1.37  -0.540
H 1.65 1.69 -1.04  0.280
H 0.83 1.80 0.35  0.373
H 2.76 1.85 0.37  0.258
H 0.22 -0.62 -1.83  0.330
H -0.55 -1.85 -1.04  0.271
H -2.61 0.01 -1.12  0.387
H -1.37 1.18 -1.12  0.234
H -2.41 -0.97 0.87  0.356
H -2.31 0.85 1.12  0.325
H -0.07 -0.69 2.10  0.256

Summary:
Relative energy (zero: lowest compared OMol25 entry of this formula, charge and spin) in eV: 3.957
Frontier orbital gap in eV: 8.3
Total charge: 0
Structure (SMILES): [H]/N=C(/C)N1CCCN1
Spin multiplicity: 1

A single C5H11N3O molecule, computed with ωB97M-V with the def2-TZVPD basis set.

Each line ends with the Mulliken charge.
Atoms and positions in Å:
N -1.52 -0.74 1.89  -0.394
N -0.06 -0.60 2.05  -0.434
C 0.34 0.45 1.56  0.012
C -0.32 1.27 0.55  -0.208
N 0.42 2.19 -0.32  -0.789
C -0.14 1.01 -0.80  -0.049
C 0.86 0.02 -1.35  -0.753
C 0.34 -1.46 -1.51  -0.535
O 0.24 -2.12 -0.33  -0.491
H -1.74 -1.14 2.89  0.276
H -1.96 0.09 1.65  0.204
H 1.64 0.56 1.48  0.187
H -1.43 1.57 0.72  0.358
H 1.32 2.02 0.02  0.336
H -0.93 1.26 -1.39  0.597
H 1.90 0.23 -0.81  0.305
H 1.08 0.39 -2.38  0.343
H 0.93 -2.09 -2.10  0.425
H -0.59 -1.10 -2.09  0.246
H -0.39 -1.81 0.27  0.365

Summary:
Relative energy (zero: lowest compared OMol25 entry of this formula, charge and spin) in eV: 5.626
Frontier orbital gap in eV: 10.3
Total charge: 0
Structure (SMILES): N/N=C\[C@H]1N[C@H]1CCO
Spin multiplicity: 1

2 unconnected molecules or ions with the total composition C5H11N3O, computed with ωB97M-V with the def2-TZVPD basis set.

Each line ends with the Mulliken charge.
Atoms and positions in Å:
H -1.59 1.16 0.34  0.269
N -0.99 0.94 1.14  -0.789
C -0.48 -0.22 1.08  0.733
C -0.64 -1.22 0.03  -0.076
C -1.73 -1.34 -0.71  -0.762
C 0.41 -0.63 2.24  -0.673
O 1.62 -1.22 1.83  -0.523
H 0.17 -1.93 -0.07  0.328
H -2.57 -0.67 -0.60  0.273
H -1.83 -2.11 -1.47  0.259
H 0.58 0.24 2.88  0.301
H -0.11 -1.40 2.82  0.300
H 2.06 -0.61 1.22  0.334
C -0.27 1.61 -1.85  -0.595
N 0.56 0.66 -1.79  -0.213
N 1.70 0.79 -1.08  -0.307
H -1.19 1.44 -2.37  0.379
H -0.10 2.60 -1.40  0.311
H 2.43 0.19 -1.44  0.239
H 1.99 1.73 -0.82  0.212

Summary:
Relative energy (zero: lowest compared OMol25 entry of this formula, charge and spin) in eV: 3.323
Frontier orbital gap in eV: 10.1
Total charge: 0
Structure (SMILES): [H]/N=C(\C=C)CO.C=NN
Spin multiplicity: 1

2 unconnected molecules or ions with the total composition C5H11N3O, computed with ωB97M-V with the def2-TZVPD basis set.

Each line ends with the Mulliken charge.
Atoms and positions in Å:
H -1.43 -0.08 -1.08  0.437
N -0.73 -1.08 -1.35  -0.941
C -0.05 -1.30 -0.31  0.507
N -0.49 -0.93 1.00  -0.435
C 1.43 -1.63 -0.32  0.336
N 1.92 -1.81 -1.56  -0.350
O 2.09 -1.67 0.71  -0.674
H -1.44 -1.17 1.22  0.319
H 0.22 -1.05 1.71  0.237
H 1.27 -1.71 -2.33  0.254
H 2.89 -2.05 -1.70  0.234
C -1.76 1.26 -0.36  -1.194
C -0.98 1.24 0.80  0.483
C 0.42 1.79 0.80  -1.229
H -2.84 1.29 -0.23  0.306
H -1.39 1.85 -1.19  0.402
H -1.46 1.22 1.77  0.334
H 0.38 2.86 1.02  0.362
H 0.89 1.65 -0.17  0.298
H 1.05 1.32 1.55  0.316

Summary:
Relative energy (zero: lowest compared OMol25 entry of this formula, charge and spin) in eV: 2.578
Frontier orbital gap in eV: 8.9
Total charge: 0
Structure (SMILES): [H]/N=C(\N)C(N)=O.C=CC
Spin multiplicity: 1

2 unconnected molecules or ions with the total composition C5H11N3O2S, computed with ωB97M-V with the def2-TZVPD basis set.

Each line ends with the Mulliken charge.
Atoms and positions in Å:
C 2.11 2.33 -0.75  -0.647
C 2.49 0.78 1.14  0.293
C 2.27 2.41 -2.02  0.283
C 0.14 1.32 0.92  -0.994
C 0.93 0.34 2.98  -0.908
N 2.87 1.34 0.00  -0.082
N -4.45 -4.23 -5.11  -0.257
N 1.31 0.81 1.64  0.062
O 2.39 2.54 -3.13  -0.249
O -6.20 -3.85 -3.47  -0.247
S -5.51 -4.91 -4.16  0.819
H 1.70 3.08 -0.14  0.536
H 3.26 0.22 1.63  0.358
H 0.25 2.43 0.78  0.314
H 0.28 1.10 -0.22  0.426
H -0.89 1.17 1.28  0.356
H 0.09 -0.29 2.96  0.372
H 1.77 -0.37 3.25  0.297
H 0.72 1.25 3.54  0.354
H 3.75 1.26 -0.26  0.229
H -4.42 -3.22 -5.26  0.345
H -3.74 -4.51 -5.79  0.341

Summary:
Frontier orbital gap (spin up / spin down) in eV: 1.9 / 7.2
Total charge: +2
Spin multiplicity: 3

A single C5H11N3O3Si molecule, computed with ωB97M-V with the def2-TZVPD basis set.

Each line ends with the Mulliken charge.
Atoms and positions in Å:
C -0.02 1.05 2.55  -0.553
O 0.79 0.53 1.51  -0.254
Si 0.44 -0.30 0.19  0.298
O 1.57 0.42 -1.22  -0.412
C 1.56 1.79 -1.46  -0.622
O 0.75 -1.87 0.12  -0.280
C 1.89 -2.53 -0.38  -0.604
N -1.25 -0.17 -0.25  0.730
C -2.05 -0.97 -0.99  0.095
N -3.28 -0.55 -0.98  -0.605
C -3.23 0.55 -0.20  -0.196
N -2.04 0.81 0.26  -0.724
H 0.47 1.96 2.92  0.242
H -0.08 0.31 3.36  0.244
H -1.02 1.28 2.19  0.306
H 0.58 2.15 -1.77  0.260
H 2.28 1.97 -2.27  0.259
H 1.87 2.36 -0.58  0.228
H 2.39 -1.90 -1.11  0.302
H 1.56 -3.45 -0.85  0.239
H 2.57 -2.74 0.44  0.230
H -1.67 -1.83 -1.50  0.407
H -4.09 1.15 0.03  0.411

Summary:
Relative energy (zero: lowest compared OMol25 entry of this formula, charge and spin) in eV: 0.000
Frontier orbital gap in eV: 10.7
Total charge: 0
Structure (SMILES): CO[Si](OC)(OC)n1cncn1
Spin multiplicity: 1

2 unconnected molecules or ions with the total composition C5H11N3PS, computed with ωB97M-V with the def2-TZVPD basis set.

Each line ends with the Mulliken charge.
Atoms and positions in Å:
C -1.03 2.18 -0.10  -0.389
C -1.09 2.03 1.43  -0.456
C 1.06 -0.58 -1.80  -0.359
C 1.75 -1.47 -0.75  -0.435
C 0.29 -0.04 0.64  -0.280
N -0.31 1.15 0.64  0.081
N -1.47 -1.39 0.67  -0.357
N 1.06 -0.34 -0.43  0.098
P -1.47 -2.56 1.69  0.302
S -2.33 -4.27 1.53  -0.190
H -1.77 1.84 -0.83  0.271
H -0.32 2.99 -0.55  0.236
H -0.48 2.54 2.09  0.289
H -1.92 1.59 1.87  0.287
H 1.71 0.13 -2.37  0.251
H 0.19 -1.02 -2.32  0.249
H 1.17 -2.36 -0.41  0.216
H 2.81 -1.60 -0.59  0.258
H 0.72 -0.31 1.59  0.493
H -1.77 -1.34 -0.28  0.258
H -0.29 -2.40 2.54  0.178

Summary:
Relative energy (zero: lowest compared OMol25 entry of this formula, charge and spin) in eV: 2.071
Frontier orbital gap in eV: 8.4
Total charge: +1
Spin multiplicity: 1

3 unconnected molecules or ions with the total composition C5H11N4, computed with ωB97M-V with the def2-TZVPD basis set.

Each line ends with the Mulliken charge.
Atoms and positions in Å:
C 3.26 0.18 -0.29  -0.492
C 2.18 1.02 -0.50  -0.409
C 1.39 -0.94 -0.02  -0.354
C -0.80 2.42 -0.27  -1.373
C -1.05 0.99 -0.19  0.771
N 2.73 -1.05 -0.04  -0.063
N 1.03 0.29 -0.35  -0.236
N -1.59 -0.02 0.07  -0.519
N -3.07 -2.08 0.59  -0.439
H 4.23 0.37 -0.36  0.504
H 2.20 2.04 -0.43  0.403
H 0.76 -1.68 0.23  0.428
H -1.75 3.05 -0.16  0.298
H -0.22 2.78 0.45  0.404
H -0.33 2.79 -1.18  0.376
H -2.68 -1.09 0.40  0.414
H -3.80 -2.31 -0.03  0.361
H -2.26 -2.75 0.48  0.359
H 3.24 -1.91 0.16  0.216
H -3.47 -2.11 1.46  0.352

Summary:
Relative energy (zero: lowest compared OMol25 entry of this formula, charge and spin) in eV: 1.668
Frontier orbital gap in eV: 8.9
Total charge: +1
Spin multiplicity: 1

A molecular structure, C5H11N4O2, computed with ωB97M-V with the def2-TZVPD basis set.

Each line ends with the Mulliken charge.
Atoms and positions in Å:
C 0.05 1.65 0.09  -0.048
C -1.70 0.01 -0.62  -0.278
C 2.04 -0.36 1.38  -1.296
C 1.69 -1.14 -1.14  -1.260
C 1.02 -0.67 0.22  0.499
N -2.13 1.32 -0.37  -0.208
N 0.09 0.37 -0.05  -0.118
N -1.10 2.21 -0.34  -0.080
N -2.49 -1.00 0.23  1.018
O -2.91 -1.94 -0.36  -0.501
O -2.96 -0.52 1.26  -0.552
H 1.02 2.17 0.18  0.455
H -1.60 -0.32 -1.58  0.502
H 3.09 -0.05 1.09  0.294
H 1.56 0.35 2.04  0.441
H 2.17 -1.37 1.81  0.384
H 0.85 -1.46 -1.74  0.386
H 2.48 -1.90 -0.96  0.382
H 2.29 -0.35 -1.70  0.304
H 0.49 -1.46 0.56  0.163
H -2.77 1.29 0.41  0.318
H -1.19 3.16 -0.41  0.194

Summary:
Relative energy (zero: lowest compared OMol25 entry of this formula, charge and spin) in eV: 6.353
Frontier orbital gap in eV: 9.2
Total charge: +1
Spin multiplicity: 1

A gas-phase ion, C5H11N4O3 (charge +1), computed with ωB97M-V with the def2-TZVPD basis set.

Each line ends with the Mulliken charge.
Atoms and positions in Å:
C 3.20 -0.99 -0.06  -0.911
C 1.81 -0.79 -0.51  0.724
O 1.27 -1.10 -1.52  -0.465
O 1.17 -0.11 0.54  -0.363
N -0.23 0.35 0.36  0.093
C -0.38 1.66 0.13  0.884
C 0.75 2.55 0.43  -1.286
O -1.48 2.02 -0.32  -0.660
C -1.19 -0.65 0.12  0.631
N -0.95 -1.84 0.57  -0.325
N -2.35 -0.18 -0.36  0.171
N -3.60 -0.81 -0.33  -0.892
H 3.92 -0.82 -0.94  0.297
H 3.61 -1.96 0.23  0.317
H 3.27 -0.22 0.82  0.274
H 1.53 2.69 -0.32  0.300
H 0.34 3.50 0.50  0.451
H 1.22 2.30 1.38  0.331
H 0.00 -2.12 0.79  0.219
H -1.78 -2.56 0.52  0.286
H -2.32 0.90 -0.51  0.397
H -3.61 -1.65 -0.90  0.267
H -4.22 -0.16 -0.63  0.257

Summary:
Relative energy (zero: lowest compared OMol25 entry of this formula, charge and spin) in eV: 0.926
Frontier orbital gap in eV: 10.1
Total charge: +1
Structure (SMILES): CC(=O)O/[N+](C(C)=O)=C(\N)NN
Spin multiplicity: 1

Number 1: DFT total energy -9829.9492 eV, largest force on an atom 4.76 eV/Å. Number 2: DFT total energy -11876.1452 eV, largest force on an atom 6.70 eV/Å. Number 3: DFT total energy -11878.4477 eV, largest force on an atom 0.75 eV/Å. Number 4: DFT total energy -11879.1934 eV, largest force on an atom 2.87 eV/Å. Number 5: DFT total energy -24740.7909 eV, largest force on an atom 7.82 eV/Å. Number 6: DFT total energy -23856.4186 eV, largest force on an atom 4.76 eV/Å. Number 7: DFT total energy -29946.6213 eV, largest force on an atom 4.01 eV/Å. Number 8: DFT total energy -11316.1790 eV, largest force on an atom 4.61 eV/Å. Number 9: DFT total energy -15405.8705 eV, largest force on an atom 5.30 eV/Å. Number 10: DFT total energy -17457.1953 eV, largest force on an atom 4.19 eV/Å.